A cluster of 4 separate species, C35H64F11N4O11S in total, computed with ωB97M-V/def2-TZVPD.

The geometry in XYZ format:
```
126
Properties=species:S:1:pos:R:3:forces:R:3
C -5.266 0.220 -6.984 0.1 -0.4 0.0
C -4.624 0.399 -5.627 0.2 0.1 0.0
C -5.226 -0.405 -4.497 -0.2 0.3 -0.4
C -3.560 1.197 -5.500 -0.1 -0.3 0.1
C -2.989 1.759 -4.223 0.0 -0.3 -0.4
C -1.450 1.792 -4.214 -0.2 0.2 0.3
C -0.815 0.844 -3.196 0.1 -0.6 -0.4
C -1.221 -0.614 -3.477 0.1 0.2 -0.2
C 0.722 0.941 -3.275 0.0 0.4 0.2
C 1.331 2.071 -2.433 -0.2 0.0 -0.7
N 0.708 2.248 -1.123 0.3 -0.2 -0.1
F -0.344 3.101 -1.203 0.1 -0.1 0.2
C 0.950 1.720 0.042 -0.5 0.2 0.3
N 0.117 2.087 1.077 0.7 -0.7 0.0
C -1.096 1.255 1.202 -0.4 0.4 -0.1
C -0.862 -0.201 1.602 0.0 -0.1 -0.4
F -1.927 -0.615 2.371 0.1 0.0 0.1
C 0.847 2.316 2.340 -0.3 0.0 0.6
C 0.145 3.399 3.162 0.1 0.2 -0.5
C 1.034 3.952 4.278 -0.4 0.0 0.2
C 0.929 3.162 5.592 0.0 0.2 -0.3
C -0.224 3.657 6.440 0.3 0.1 0.1
F -1.405 3.660 5.782 -0.1 -0.1 0.0
F 0.029 4.957 6.757 0.0 0.0 0.1
C -0.373 2.945 7.825 -0.3 0.1 0.0
F 0.844 2.754 8.337 0.1 -0.1 0.0
F -1.041 3.753 8.647 -0.1 0.0 0.0
S -1.325 1.285 7.847 0.3 -0.2 0.1
F -1.549 1.431 9.399 0.0 0.1 0.1
F 0.002 0.462 8.127 0.1 0.0 -0.1
F -1.080 1.067 6.277 -0.1 0.1 -0.1
F -2.662 2.065 7.545 -0.1 0.0 -0.1
F -2.133 -0.059 7.867 -0.1 0.0 0.0
N 2.030 0.865 0.214 0.3 0.4 -0.3
C 3.368 1.488 0.136 0.2 -0.1 0.3
C 4.379 0.883 1.119 0.0 -0.1 -0.5
C 5.439 1.910 1.534 0.3 -0.4 0.3
N 6.727 1.343 1.923 -0.1 -0.1 -0.2
C 1.908 -0.468 -0.404 0.2 -0.2 0.1
C 2.280 -1.623 0.544 -0.1 -0.1 -0.1
C 3.406 -2.495 -0.019 -0.1 0.0 0.0
C 3.787 -3.571 0.977 0.2 0.2 -0.1
O 4.674 -3.423 1.762 -0.2 -0.2 -0.2
O 3.051 -4.732 0.894 0.0 0.6 0.5
H -4.557 -0.130 -7.736 0.0 0.1 0.0
H -5.692 1.162 -7.326 0.0 0.0 0.0
H -6.075 -0.508 -6.949 0.0 0.0 0.0
H -6.271 -0.623 -4.710 -0.1 0.1 0.2
H -4.722 -1.376 -4.481 0.0 0.0 0.2
H -5.149 0.084 -3.530 0.0 -0.1 0.1
H -3.039 1.485 -6.411 -0.3 0.5 -0.1
H -3.381 2.773 -4.124 0.1 0.0 0.1
H -3.367 1.173 -3.385 0.1 0.1 0.2
H -1.076 1.534 -5.208 0.1 0.0 0.0
H -1.122 2.816 -4.008 0.1 0.0 0.0
H -1.165 1.112 -2.195 -0.1 0.0 0.0
H -0.546 -1.040 -4.223 0.0 -0.1 0.0
H -2.221 -0.682 -3.899 -0.1 0.0 0.2
H -1.165 -1.231 -2.579 0.0 -0.1 0.0
H 0.978 1.209 -4.302 0.1 -0.2 -0.1
H 1.207 -0.014 -3.081 0.0 0.0 0.2
H 1.127 3.010 -2.946 0.0 0.1 0.2
H 2.409 2.002 -2.322 0.0 -0.1 0.2
H -1.655 1.311 0.267 0.0 0.0 0.0
H -1.726 1.713 1.965 0.0 0.0 0.0
H -0.835 -0.846 0.718 0.0 0.0 0.0
H 0.071 -0.345 2.149 -0.1 0.1 0.2
H 0.919 1.401 2.935 0.2 -0.1 -0.1
H 1.858 2.657 2.124 0.0 -0.1 -0.2
H -0.792 3.025 3.572 0.0 0.0 0.0
H -0.116 4.203 2.470 0.0 0.0 0.0
H 0.745 4.987 4.457 0.1 0.0 0.1
H 2.079 3.985 3.966 0.0 -0.1 -0.1
H 0.817 2.103 5.375 0.1 -0.1 0.2
H 1.824 3.325 6.187 0.0 -0.2 0.0
H 3.269 2.554 0.356 -0.2 0.0 0.0
H 3.780 1.395 -0.874 -0.1 0.1 -0.1
H 4.898 0.065 0.615 0.0 -0.1 0.1
H 3.862 0.455 1.977 0.0 0.1 0.1
H 5.064 2.474 2.392 -0.1 0.2 -0.2
H 5.624 2.597 0.706 -0.1 0.2 0.1
H 6.608 0.449 2.385 0.0 0.1 0.2
H 7.302 1.165 1.108 0.0 0.0 0.0
H 0.891 -0.608 -0.773 0.0 0.1 0.0
H 2.563 -0.516 -1.281 0.0 0.1 0.0
H 1.395 -2.249 0.690 0.0 0.0 0.1
H 2.554 -1.237 1.524 0.0 0.1 0.0
H 4.303 -1.903 -0.190 0.0 0.1 0.0
H 3.088 -2.939 -0.963 0.0 -0.1 0.0
H 2.132 -4.468 1.038 -0.1 -0.4 -0.3
C 5.712 -6.385 1.517 0.1 -0.1 -0.1
O 6.015 -7.527 2.326 0.0 -0.1 -0.1
C 6.503 -7.229 3.530 0.0 0.0 0.0
O 6.696 -6.120 3.957 0.0 0.0 0.0
O 6.740 -8.368 4.177 0.0 0.0 0.0
C 7.274 -8.199 5.494 0.0 -0.1 0.1
H 5.328 -6.773 0.577 0.0 -0.1 0.0
H 4.963 -5.767 1.995 0.1 0.0 0.1
H 6.614 -5.804 1.332 0.0 0.1 0.1
H 6.579 -7.644 6.121 0.0 0.0 0.0
H 8.229 -7.679 5.456 0.0 0.0 0.0
H 7.412 -9.201 5.887 0.0 0.0 0.0
C -4.338 -5.045 -1.854 0.0 0.1 0.1
O -4.670 -4.713 -3.204 0.0 0.0 0.0
C -4.635 -5.752 -4.045 0.0 0.0 0.0
O -4.350 -6.881 -3.748 0.0 0.0 0.0
O -4.965 -5.316 -5.258 0.0 0.0 0.0
C -4.974 -6.336 -6.266 0.0 0.0 -0.1
H -4.411 -4.116 -1.296 0.0 0.0 0.0
H -5.039 -5.773 -1.452 0.0 0.0 0.0
H -3.325 -5.440 -1.793 0.0 -0.1 0.0
H -5.700 -7.108 -6.021 0.0 0.0 0.0
H -3.986 -6.780 -6.370 0.0 0.0 0.0
H -5.258 -5.836 -7.187 0.0 0.0 0.0
C -2.208 5.109 -1.133 0.0 0.0 0.1
O -3.297 5.995 -1.367 0.0 0.0 0.0
C -3.889 5.801 -2.553 0.0 0.1 0.1
O -3.558 4.968 -3.360 0.0 0.0 0.0
O -4.880 6.668 -2.675 0.0 0.0 0.0
C -5.610 6.575 -3.907 -0.1 0.0 -0.1
H -1.808 5.349 -0.152 -0.1 0.1 0.0
H -2.558 4.077 -1.149 0.0 0.0 0.0
H -1.439 5.253 -1.892 0.0 -0.1 0.0
H -6.068 5.594 -4.005 0.0 0.0 0.0
H -4.953 6.764 -4.753 0.0 0.0 0.0
H -6.376 7.341 -3.852 0.0 0.0 0.0
```
Positions in Å, forces in eV/Å.

Calculated values
- net charge = +1
- E_tot (eV) = -106532.566
- LUMO energy (eV) = -3.797
- E_HOMO (eV) = -10.48